Here is a structure of composition C21H25F5N2O7S2SiTi from the Open Molecules 2025 dataset. Energies are from ωB97M-V/def2-TZVPD.

XYZ file:
```
64
Properties=species:S:1:pos:R:3:mulliken_charge:R:1
Ti 0.720 0.662 0.654 0.0599
N -2.989 -0.800 1.734 -0.1778
C -1.798 -0.226 1.839 0.9760
O -0.770 -0.742 1.358 -0.6079
C -1.644 1.085 2.566 -0.7035
C -0.594 1.901 1.821 -0.7645
H -3.169 -1.518 1.022 -0.0898
H -3.796 -0.297 2.059 0.2307
H -1.292 0.830 3.570 0.2942
H -2.612 1.581 2.682 0.3812
H 0.022 2.497 2.496 0.4528
H -1.060 2.578 1.099 0.3294
O 1.415 -0.988 -0.171 0.1754
C 2.099 -1.952 0.390 -0.7868
C 2.717 -1.868 1.652 1.0335
C 3.479 -2.947 2.148 -0.7396
C 4.100 -2.853 3.372 -0.2937
C 4.014 -1.716 4.173 -0.6192
C 3.264 -0.648 3.704 -0.6229
C 2.616 -0.699 2.475 0.4119
O 1.907 0.355 2.068 -0.2617
N 4.886 -3.993 3.849 1.0092
O 4.970 -4.979 3.137 -0.6385
O 5.428 -3.901 4.937 -0.6565
H 2.198 -2.878 -0.176 0.2446
H 3.580 -3.851 1.565 0.5329
H 4.518 -1.684 5.125 0.4781
H 3.163 0.257 4.288 0.4616
C 3.331 1.327 -2.403 -0.9710
Si 3.089 2.335 -0.844 0.4357
C 4.414 1.903 0.399 -0.9648
C 3.153 4.162 -1.248 -1.1240
O 1.606 1.990 -0.234 -0.6650
H 4.319 1.480 -2.844 0.4396
H 2.579 1.589 -3.150 0.2297
H 3.220 0.265 -2.170 0.2056
H 5.406 2.187 0.038 0.4679
H 4.419 0.829 0.600 0.1935
H 4.234 2.411 1.349 0.2690
H 4.112 4.440 -1.692 0.3202
H 3.009 4.762 -0.347 0.2764
H 2.363 4.425 -1.955 0.2661
C -2.241 0.810 -2.925 -0.7560
S -0.566 0.542 -2.369 0.4896
C -0.471 -1.207 -2.709 -0.5899
O -0.727 0.655 -0.861 -0.0662
H -2.879 0.170 -2.316 -0.1947
H -2.320 0.546 -3.979 0.4462
H -2.475 1.862 -2.775 0.4491
H -0.437 -1.334 -3.791 0.5002
H -1.346 -1.696 -2.272 0.0060
H 0.448 -1.554 -2.242 0.0663
F -8.001 1.194 -2.874 -0.3241
C -7.019 0.366 -2.479 0.7351
C -6.152 -0.193 -3.399 0.1103
F -6.293 0.102 -4.702 -0.3207
C -5.144 -1.040 -2.980 0.2250
F -4.334 -1.533 -3.936 -0.4247
C -4.926 -1.384 -1.638 0.1878
S -3.639 -2.429 -1.136 -0.4677
C -5.833 -0.791 -0.750 0.1518
F -5.742 -1.043 0.571 -0.4219
C -6.849 0.057 -1.142 0.0326
F -7.677 0.591 -0.230 -0.3223
```

Summary:
spin multiplicity: 2
ΔE to the lowest compared entry with this formula, charge and spin: 9.9 kJ/mol
total charge: -1
<S²>: 0.7843
LUMO energy (alpha / beta): 2.11 / 2.15 eV
Kohn-Sham gap (alpha / beta): 5.6 / 7.0 eV
E_HOMO (alpha / beta): -3.53 / -4.84 eV